No. 1
5 unconnected molecules or ions with the total composition C22H36Cl2NO5PS, computed with ωB97M-V/def2-TZVPD.

ORCA input file:
```
! wB97M-V def2-TZVPD RIJCOSX def2/J DEFGRID3
* xyz 0 1
C 1.31062 -5.38379 1.57082
C -0.09880 -5.71638 0.88216
C -0.72664 -4.38921 0.31888
C -2.32564 -4.39639 0.31170
C -2.83154 -3.06174 -0.37118
C -3.85332 -2.24085 0.50612
C -3.16383 -1.56888 1.75366
C -3.20395 -2.12496 3.10189
C -2.50242 -1.46785 4.22259
C -1.76301 -0.24087 3.97132
Cl -0.95085 0.50682 5.40602
C -1.67852 0.36899 2.63184
C -2.40447 -0.33090 1.55262
S -2.25170 0.45951 -0.09505
C -0.49803 0.98867 -0.04638
C 0.35500 0.87911 -1.21325
C 1.77074 1.27791 -1.13657
C 2.23856 1.78757 0.16127
P 4.01187 2.34752 0.44012
O 4.77230 2.57203 -1.05840
Cl 3.90074 4.22540 1.43175
C 1.36379 1.91867 1.34953
C -0.04506 1.49718 1.27046
N -0.94973 1.59144 2.39255
H 1.55890 -6.09629 2.39417
H 1.27345 -4.31678 1.93547
H 2.09206 -5.41092 0.75602
H 0.05183 -6.45812 0.05648
H -0.76399 -6.17509 1.66696
H -0.36961 -4.18655 -0.73386
H -0.44175 -3.47843 0.92262
H -2.63470 -5.32159 -0.25382
H -2.62578 -4.50177 1.38819
H -3.36272 -3.35208 -1.32552
H -1.92000 -2.45754 -0.62735
H -4.70743 -2.86161 0.87558
H -4.24059 -1.39455 -0.13265
H -3.76408 -3.09662 3.25357
H -2.56189 -1.96768 5.21995
H -0.12228 0.48445 -2.14600
H 2.38748 1.14309 -2.05090
H 5.69830 2.31109 -0.87869
H 1.74335 2.33589 2.31934
H -0.38804 1.75862 3.23253
C 4.05886 5.15313 -3.32761
O 5.41364 4.77063 -3.50939
H 3.89998 6.12397 -3.79358
H 3.40335 4.41334 -3.79702
H 3.83783 5.22382 -2.25949
H 5.52131 3.91027 -3.08749
C 3.60300 1.88065 -6.10831
O 2.75874 1.62704 -4.98994
H 3.44967 1.09823 -6.84963
H 3.34747 2.85001 -6.54285
H 4.64568 1.87444 -5.78147
H 2.91903 2.33337 -4.35352
C 2.82448 8.25941 -1.83242
O 2.15787 8.06214 -3.07260
H 3.75847 7.70047 -1.84303
H 3.04012 9.32216 -1.69550
H 2.19514 7.89726 -1.01538
H 1.33737 8.56565 -3.03575
C -6.88877 -4.36542 3.58283
O -5.53996 -4.76835 3.37269
H -7.04597 -3.40559 3.09333
H -7.56875 -5.10509 3.15335
H -7.08324 -4.26052 4.65293
H -5.42395 -5.61750 3.81330
*
```

Frontier orbital gap = 0.2935 Ha
Relative energy (zero: lowest compared OMol25 entry of this formula, charge and spin) = 81.7 kcal per mole
LUMO = -0.1 eV

No. 2
8 unconnected molecules or ions with the total composition C22H36Cl6O15, computed with ωB97M-V/def2-TZVPD.

ORCA input file:
```
! wB97M-V def2-TZVPD RIJCOSX def2/J DEFGRID3
* xyz 0 1
Cl 3.56982 -1.84983 5.01886
C 3.17972 -0.10367 4.98391
C 1.73096 0.13147 4.63493
Cl 1.42021 0.08217 2.86375
H 3.81452 0.33283 4.21745
H 3.42196 0.29720 5.96317
H 1.42952 1.12434 4.96106
H 1.05821 -0.60511 5.06262
Cl -5.02090 -3.37144 1.22817
C -4.35989 -1.79283 1.68264
C -5.04674 -0.64613 0.97937
Cl -6.80008 -0.56949 1.30607
H -3.29014 -1.73052 1.49980
H -4.49706 -1.67575 2.75854
H -4.93158 -0.74435 -0.09632
H -4.61585 0.29159 1.31522
Cl -1.56618 0.96917 1.50381
C -1.65610 2.64842 0.88426
C -2.09285 2.67148 -0.55795
Cl -3.67920 1.92345 -0.80602
H -0.63247 3.02422 0.91763
H -2.27639 3.22143 1.56398
H -1.35484 2.21821 -1.21728
H -2.15827 3.70847 -0.89773
C -2.78501 -1.24031 -4.67925
C -2.73280 -2.66773 -4.18565
O -2.57556 -3.41086 -5.40422
C -2.09387 -2.58476 -6.36042
O -1.77119 -2.93137 -7.44945
O -2.02123 -1.31588 -5.89144
H -2.33290 -0.53743 -3.98580
H -3.77535 -0.87229 -4.95040
H -3.59160 -2.95590 -3.58864
H -1.83281 -2.89103 -3.60552
C 0.14714 -1.49624 -0.24856
C 0.21621 -0.71383 -1.57698
O -1.18876 -0.48815 -1.82140
C -1.91212 -1.40086 -1.15328
O -3.05783 -1.64845 -1.35556
O -1.15503 -2.06099 -0.26215
H 0.31091 -0.82436 0.58692
H 0.92270 -2.25557 -0.23481
H 0.65692 -1.32005 -2.37076
H 0.76278 0.21894 -1.52718
C 0.06272 -3.44481 4.24754
C -0.57321 -2.98040 2.94151
O -1.58455 -2.06449 3.37714
C -1.81881 -2.23152 4.69673
O -2.67482 -1.70153 5.32072
O -0.94421 -3.13625 5.21968
H 0.99915 -2.93516 4.46019
H 0.20299 -4.52323 4.29419
H -0.94759 -3.72722 2.24500
H 0.14447 -2.37040 2.38912
C 4.28594 -2.75627 1.62040
C 5.43498 -2.21620 0.75629
O 4.85738 -1.05664 0.13964
C 3.51583 -1.10396 0.25553
O 2.77369 -0.29249 -0.19906
O 3.14330 -2.10326 1.07206
H 4.42748 -2.36729 2.62844
H 4.18298 -3.83503 1.63298
H 5.70876 -2.91569 -0.03751
H 6.33463 -1.93185 1.29095
C 2.34576 7.52407 -1.79022
C 2.45794 6.02632 -1.62125
O 1.81716 5.43021 -2.75903
C 1.69884 4.10842 -2.72702
O 2.17298 3.37519 -1.89847
O 0.95909 3.72075 -3.76583
C 0.73619 2.31408 -3.86254
H 2.98705 7.82387 -2.62173
H 2.76964 8.03488 -0.92484
H 1.31939 7.83349 -1.96327
H 1.95850 5.66792 -0.72049
H 3.50585 5.72946 -1.58144
H 1.57448 1.81360 -4.34272
H -0.09393 2.23543 -4.56602
H 0.42298 1.89781 -2.91205
*
```

Frontier orbital gap = 0.3676 Ha
Relative energy (zero: lowest compared OMol25 entry of this formula, charge and spin) = 0.0 kcal per mole
LUMO = 0.0 eV

No. 3
3 unconnected molecules or ions with the total composition C22H36IN4O5P, computed with ωB97M-V/def2-TZVPD.

ORCA input file:
```
! wB97M-V def2-TZVPD RIJCOSX def2/J DEFGRID3
* xyz 0 1
C 2.37930 -2.70987 -1.96730
C 2.94685 -3.13995 -0.56184
C 3.71892 -2.09584 0.28604
N 2.73854 -4.37316 -0.17011
C 1.37079 -4.43160 0.27813
C 0.99473 -3.64230 1.33643
C -0.49001 -3.64100 1.82438
O -0.78840 -3.56779 2.99050
C -1.54146 -3.79130 0.66741
C -1.14873 -4.69176 -0.44772
C -2.03493 -4.91883 -1.56832
C -3.32759 -4.23105 -1.57447
C -3.75638 -3.32661 -0.49506
P -5.43293 -2.49059 -0.59648
O -6.16620 -2.99673 -2.03552
I -6.86760 -3.46018 1.19796
C -2.82486 -3.11699 0.64255
C -3.26754 -2.12059 1.76605
N -3.00835 -0.72720 1.23459
C 0.27444 -5.35234 -0.37781
O 0.48834 -6.47193 -0.75912
H 1.28799 -2.96408 -2.02565
H 2.58055 -1.63658 -2.20717
H 2.93983 -3.33467 -2.71705
H 4.56105 -1.60016 -0.27953
H 4.17493 -2.55401 1.20579
H 3.05546 -1.26598 0.66295
H 1.68286 -2.96686 1.88430
H -1.70008 -5.59739 -2.37900
H -3.97340 -4.40505 -2.46659
H -7.10582 -3.21171 -1.87571
H -2.67250 -2.20162 2.70394
H -4.35611 -2.18303 2.00296
H -3.84200 -0.42216 0.73252
H -2.21554 -0.82124 0.59511
C 3.29672 4.22210 0.70911
C 2.78202 2.86974 1.19226
C 3.75846 2.12904 2.12256
O 4.83632 1.50503 1.44456
C 5.93305 2.35073 1.14166
N 2.43415 2.05057 0.02266
H 4.06464 4.12712 -0.05972
H 2.48125 4.80356 0.27342
H 3.71157 4.80226 1.53710
H 1.86879 3.06061 1.76574
H 3.20966 1.31315 2.60366
H 4.12202 2.77695 2.92946
H 6.09910 3.10228 1.91827
H 5.78636 2.83224 0.17250
H 6.82578 1.72797 1.06680
H 2.00632 1.18457 0.34462
H 3.31223 1.74660 -0.39527
C -3.28099 3.84875 0.15947
C -1.86531 3.28936 0.06202
C -0.93634 4.10662 -0.85268
O -1.14831 3.89131 -2.24091
C -2.20138 4.65428 -2.80299
N -1.92969 1.88707 -0.36911
H -3.87208 3.64946 -0.73563
H -3.81080 3.39237 0.99843
H -3.26527 4.92896 0.32555
H -1.43991 3.31900 1.07070
H 0.09108 3.78031 -0.66093
H -0.96996 5.17873 -0.61960
H -2.28152 5.64417 -2.34479
H -3.14913 4.11823 -2.71590
H -1.99252 4.78188 -3.86646
H -0.98969 1.49728 -0.34216
H -2.16074 1.88987 -1.36156
*
```

Frontier orbital gap = 0.2710 Ha
Relative energy (zero: lowest compared OMol25 entry of this formula, charge and spin) = 53.5 kcal per mole
LUMO = -1.0 eV

No. 4
A molecular structure, C22H36N2NiO6S3, computed with ωB97M-V/def2-TZVPD.

ORCA input file:
```
! wB97M-V def2-TZVPD RIJCOSX def2/J DEFGRID3
* xyz 2 3
C 4.70148 1.95157 1.25245
C 4.16152 3.13340 2.19490
C 2.60516 2.96608 2.61029
C 1.74352 3.66274 1.45761
C 0.14579 3.45395 1.62210
C -0.35983 2.83694 0.20100
C -1.81914 2.21808 0.47367
C -2.14132 0.91380 -0.44854
C -1.19911 0.69752 -1.74842
O -3.38685 1.37888 -1.12445
S -4.67409 1.18442 -0.05015
O -5.26804 2.41997 0.57345
O -5.80329 0.50781 -0.78653
O -3.89105 0.08508 0.95671
C -2.65989 -0.41536 0.27600
C -3.31584 -1.57119 -0.66066
C -2.23048 -2.52348 -1.35401
C -2.11611 -3.98198 -0.68321
O -1.00998 -4.74973 -1.28920
C -0.62738 -5.66504 -0.23491
C 0.71343 -5.52568 0.61045
O -1.42587 -6.58100 0.01486
C -1.83986 -1.04276 1.49134
C -0.28133 -0.69258 1.53218
C 0.66912 -1.78374 0.81501
S 2.12840 -0.93160 0.04450
C 2.31409 -1.48739 -1.73068
S 2.40020 -3.07937 -2.19955
N 2.41564 -0.35774 -2.71288
C 3.47385 0.57857 -2.63111
C 3.26330 1.66035 -3.76952
N 2.06500 1.21317 -4.41544
C 1.54395 0.02300 -3.80261
H 4.02440 1.02957 1.23443
H 5.72978 1.59114 1.61240
H 4.84278 2.28746 0.15845
H 4.25768 4.12972 1.62749
H 4.85226 3.18554 3.10092
H 2.42373 1.83268 2.69420
H 2.46267 3.46300 3.62824
H 2.11952 3.34344 0.42047
H 1.90795 4.79968 1.50628
H -0.40879 4.39898 1.91457
H -0.03303 2.60399 2.37906
H 0.42882 2.03346 -0.04788
H -0.32735 3.59770 -0.64146
H -2.56480 3.05744 0.22229
H -1.99356 1.98296 1.57858
H -0.16442 0.32622 -1.46389
H -1.70931 -0.07145 -2.43367
H -1.21330 1.68789 -2.30712
H -3.92230 -1.09844 -1.51670
H -4.08175 -2.14836 -0.03373
H -1.20901 -2.02068 -1.49402
H -2.60882 -2.72179 -2.42453
H -3.09908 -4.55785 -0.84069
H -1.91159 -3.95819 0.43577
H 0.56172 -4.68056 1.37153
H 0.82341 -6.48014 1.23750
H 1.63335 -5.36191 -0.04185
H -1.97058 -2.17727 1.60189
H -2.29296 -0.60255 2.45443
H 0.02190 -0.70518 2.64298
H -0.00120 0.33390 1.13442
H 0.10664 -2.47376 0.10805
H 1.09755 -2.45162 1.64883
H 4.35615 0.63321 -1.91438
H 3.88227 2.57729 -4.01711
H 0.60083 -0.54118 -4.07213
Ni -6.91649 2.65898 2.05168
*
```

Frontier orbital gap (alpha / beta) = 0.2625 / 0.1853 Ha
LUMO (alpha / beta) = -7.2 / -9.3 eV

E? In order: -2950.6599; -4749.7156; -2093.9905; -4122.7194 Eh.